DFT (wB97M-V/def2-TZVPD) results for 4 unconnected molecules or ions with the total composition C29H49Br2ClF11N6O8S in a non-equilibrium geometry.

```
107
Properties=species:S:1:pos:R:3:lowdin_charge:R:1
N 3.27723 -3.98761 -1.29325 0.156
C 2.41858 -3.04286 -0.71903 -0.121
N 3.01487 -2.17641 0.36601 0.076
C 2.33783 -0.83076 0.49351 -0.258
C 2.84282 -0.16017 1.89894 -0.127
C 4.42989 -0.54713 2.25594 -0.180
C 5.47848 -0.17182 1.05308 -0.212
C 6.36484 -1.50678 0.70495 -0.246
S 6.52192 -1.90602 -1.11812 0.502
O 7.97873 -1.60507 -1.62829 -0.396
O 6.36956 -3.47118 -1.25605 -0.461
Cl 5.05411 -1.06492 -2.34020 0.346
C 0.67274 -0.91018 0.34901 -0.236
C 0.14259 0.63678 0.37443 -0.067
C -1.09721 0.94696 1.39770 -0.151
O -2.42938 0.59217 0.80298 -0.197
C -3.46288 0.51325 1.84623 -0.074
C -4.71922 -0.42138 1.25859 -0.126
F -4.22345 -1.73373 0.75135 -0.007
F -5.34806 0.26011 0.06539 -0.011
C -5.93439 -0.57345 2.38249 -0.086
F -7.22061 0.04092 1.90588 0.036
F -5.51076 0.28448 3.55176 -0.002
C -6.10349 -2.09117 2.97794 -0.110
F -4.80153 -2.64640 3.48460 0.011
F -7.00603 -2.02189 4.18109 0.016
C -6.78086 -3.17300 1.94911 -0.060
F -7.91768 -3.91677 2.56509 -0.035
F -7.21657 -2.61687 0.64744 -0.009
C 0.16743 -1.85125 1.59176 -0.118
O -1.21091 -2.35252 1.47954 -0.208
O -1.38463 -3.14745 2.52629 -0.058
C 0.43679 -1.62675 -1.14404 -0.238
C -1.11559 -1.58652 -1.65633 -0.160
C -1.40128 -0.47365 -2.86266 -0.205
C -2.46676 -0.99669 -3.99302 -0.607
F -3.01670 0.17240 -4.73146 -0.077
Br -4.04916 -1.89007 -3.06519 0.790
C -1.88376 -2.11681 -5.03756 -0.623
F -2.25518 -1.63520 -6.41954 -0.069
F -2.55268 -3.44364 -4.88515 -0.121
Br 0.10140 -2.35053 -5.02002 0.767
N 0.98722 -3.03399 -1.20609 0.098
H 3.58907 -4.80351 -0.69286 0.161
H 3.60617 -3.95580 -2.28418 0.139
H 2.99150 -2.72635 1.25432 0.145
H 2.71302 -0.14793 -0.38811 0.147
H 2.79671 1.00955 1.78960 0.131
H 2.23120 -0.46018 2.84969 0.119
H 4.48527 -1.69009 2.59422 0.109
H 4.71464 0.09074 3.21393 0.134
H 6.24956 0.63443 1.47702 0.109
H 4.89921 0.29320 0.14892 0.087
H 7.47390 -1.33699 1.11227 0.145
H 5.99097 -2.49533 1.23861 0.115
H -0.25655 0.89626 -0.71996 0.134
H 0.97637 1.44509 0.59333 0.133
H -1.14026 2.13436 1.51318 0.152
H -0.97049 0.53093 2.48427 0.126
H -3.08406 -0.04420 2.80294 0.149
H -3.90421 1.58247 2.03898 0.169
H -5.94474 -3.98527 1.70514 0.195
H 0.85541 -2.81500 1.74251 0.143
H 0.22491 -1.28419 2.64082 0.134
H -1.38300 -2.59798 3.38020 0.145
H 1.06566 -0.94867 -1.89866 0.158
H -1.91674 -1.37318 -0.83178 0.100
H -1.37648 -2.66793 -2.08943 0.115
H -0.40115 -0.01705 -3.30678 0.112
H -1.93084 0.44040 -2.30637 0.136
H 0.42600 -3.69934 -0.62657 0.165
C 7.45389 3.06697 0.87625 -0.310
O 6.36923 2.68019 1.29210 -0.033
N 7.76519 3.30558 -0.44546 -0.190
C 9.07603 3.76328 -0.85722 -0.057
C 6.74997 3.09230 -1.45598 -0.046
H 8.29680 3.26047 1.56009 0.135
H 8.97108 4.72616 -1.36539 0.090
H 9.50664 3.03018 -1.54543 0.092
H 9.74062 3.88177 0.00286 0.087
H 5.89202 3.73607 -1.24014 0.054
H 6.42508 2.04820 -1.41939 0.075
H 7.14122 3.32149 -2.45094 0.094
C -12.80064 -2.85279 3.46111 -0.328
O -13.67041 -2.37740 4.17980 0.006
N -11.54471 -2.31900 3.26498 -0.206
C -10.56961 -2.94407 2.39562 -0.068
C -11.18719 -1.09391 3.94956 -0.048
H -12.96762 -3.78343 2.89401 0.128
H -9.68058 -3.19281 2.98224 0.064
H -10.30074 -2.24073 1.60220 0.091
H -10.96986 -3.85671 1.94577 0.090
H -11.26872 -1.25247 5.02906 0.094
H -11.88585 -0.30492 3.65556 0.094
H -10.16629 -0.79438 3.69744 0.079
C 3.94592 5.49128 -2.85778 -0.295
O 4.66347 4.87682 -2.07894 -0.020
N 4.36999 6.46137 -3.74087 -0.203
C 3.45524 7.14407 -4.63221 -0.060
C 5.77502 6.81019 -3.77991 -0.043
H 2.86067 5.30412 -2.91044 0.132
H 3.76658 6.96327 -5.66505 0.092
H 3.48991 8.21676 -4.42095 0.093
H 2.43143 6.78467 -4.49768 0.086
H 6.35662 5.91770 -4.02951 0.091
H 6.08126 7.16527 -2.79139 0.096
H 5.95893 7.58963 -4.52435 0.092
```

Output
DFT total energy (a.u.): -9168.87892
Total charge: +1
HOMO energy (eV): -10.0
2S+1: 1
Frontier orbital gap (eV): 4.279

DFT (wB97M-V/def2-TZVPD) results for 2 unconnected molecules or ions with the total composition C6H5NO4 in a non-equilibrium geometry.

```
16
Properties=species:S:1:pos:R:3:nbo_charge:R:1
C -2.47315 0.37477 -0.58241 -0.310
C -1.11525 -0.00446 -0.95434 -0.247
C -2.45172 0.65387 0.72852 0.150
C -0.37524 0.16843 0.19670 0.218
C 1.59354 -1.59592 0.29364 0.329
C 0.90920 -0.29024 0.58320 -0.277
N 2.19588 0.86636 -0.46889 0.542
O 3.03771 1.33885 0.19623 -0.235
O 2.74444 -1.79533 0.59662 -0.528
O 1.87086 0.85284 -1.61887 -0.297
O -1.19934 0.61400 1.25178 -0.412
H -3.34729 0.41737 -1.22061 0.241
H -0.44089 -0.16715 -1.84765 0.264
H -3.19557 0.71242 1.44696 0.207
H 0.92166 -2.38068 -0.01239 0.130
H 1.32518 0.23486 1.41151 0.226
```

Output
Energy relative to the best compared isomer or geometry (same formula, charge and spin) (kJ/mol): 287.2
DFT total energy (a.u.): -587.07823
HOMO energy (alpha / beta) (eV): -7.2 / -9.8
2S+1: 3
Frontier orbital gap (alpha / beta) (eV): 7.360 / 6.888

DFT (wB97M-V/def2-TZVPD) results for 2 unconnected molecules or ions with the total composition C5H14 in a non-equilibrium geometry.

```
19
Properties=species:S:1:pos:R:3:nbo_charge:R:1
C 1.94919 0.33546 1.50616 -0.302
C 0.45567 0.44478 1.23849 -0.640
C 2.72931 -0.38913 0.38447 -0.592
H 2.51593 1.28161 1.88492 0.314
H 2.14004 -0.47727 2.42808 0.475
H 0.26142 1.44421 0.73371 0.347
H 1.87842 -0.85430 -0.14176 0.253
H 3.32882 0.22845 -0.17378 0.290
H -0.05285 0.24234 2.19342 0.279
H 0.06629 -0.25362 0.41782 0.259
H 3.37722 -1.16489 0.80710 0.307
C -2.69122 0.52058 -1.18547 -0.615
C -2.22844 -0.79579 -1.78487 -0.577
H -1.76907 1.03424 -1.00966 0.177
H -3.37512 0.84521 -1.98691 0.230
H -3.28130 0.40057 -0.28733 0.210
H -1.53465 -1.19309 -1.17811 0.163
H -1.66471 -0.63480 -2.72625 0.207
H -3.17744 -1.59408 -1.91396 0.215
```

Output
Energy relative to the best compared isomer or geometry (same formula, charge and spin) (kJ/mol): 178.7
DFT total energy (a.u.): -198.41892
Total charge: +1
HOMO energy (alpha / beta) (eV): -14.3 / -14.3
2S+1: 2
Frontier orbital gap (alpha / beta) (eV): 10.723 / 3.239

DFT (wB97M-V/def2-TZVPD) results for a molecular structure, C26H15BrClF3IN3OS3Tc.

```
55
Properties=species:S:1:pos:R:3:nbo_charge:R:1
Tc 0.95529 -0.05433 0.33684 0.480
S 1.58310 -1.07996 2.30128 0.218
C 3.21521 -0.63439 2.54231 -0.259
C 3.93515 -1.15523 3.64506 -0.194
C 5.24211 -0.81449 3.84298 -0.208
C 5.88996 0.06890 2.95217 -0.205
C 5.21230 0.59816 1.89199 -0.236
C 3.85534 0.26130 1.66667 -0.112
S 3.01809 0.97011 0.35311 0.183
H 3.42800 -1.83186 4.32112 0.221
H 5.78584 -1.22129 4.68543 0.217
H 6.92897 0.32541 3.11233 0.217
H 5.69777 1.27877 1.20436 0.222
Cl -2.17733 -5.99492 -1.60158 0.003
C -1.08472 -4.65493 -1.41784 -0.071
C 0.07888 -4.62653 -2.12850 -0.219
C 0.99161 -3.55857 -1.99150 -0.226
I 2.74592 -3.54948 -3.09040 0.184
C 0.73278 -2.51721 -1.12883 0.283
O 1.53743 -1.49576 -0.93534 -0.641
C -0.50337 -2.54408 -0.42134 0.089
N -0.72378 -1.46003 0.37902 -0.413
C -1.80322 -1.42895 1.12272 0.096
C -2.76280 -2.45962 1.09295 -0.255
C -2.58262 -3.52993 0.26739 -0.133
C -1.41645 -3.60162 -0.52830 -0.032
H 0.30918 -5.43779 -2.80503 0.242
H -1.92014 -0.56811 1.76757 0.229
H -3.63590 -2.37922 1.72475 0.231
H -3.30950 -4.32894 0.21984 0.235
F -2.67244 2.97807 3.39566 -0.321
C -2.52721 3.71784 2.27982 0.981
F -1.32219 4.29358 2.32956 -0.310
F -3.42739 4.71810 2.36515 -0.329
C -2.75503 2.89276 1.03561 -0.220
C -3.96096 3.04270 0.37676 -0.120
C -4.22555 2.29569 -0.76135 -0.291
C -3.24600 1.42093 -1.18443 0.073
N -2.08933 1.24146 -0.55095 -0.504
C -1.82750 1.94398 0.54967 0.108
S -0.33266 1.64114 1.44273 -0.055
H -4.68523 3.75327 0.74962 0.236
H -5.15616 2.39531 -1.30080 0.225
H -3.39088 0.81835 -2.07594 0.192
Br 0.95519 4.83134 -2.94119 0.094
C 0.53273 2.99906 -2.84946 -0.120
C 0.01669 2.33120 -3.94238 -0.197
C -0.28097 0.98566 -3.79771 -0.185
C -0.04887 0.37095 -2.58367 0.066
N 0.46814 1.02124 -1.53681 -0.419
C 0.74959 2.31794 -1.66413 0.034
H -0.14815 2.84843 -4.87748 0.236
H -0.69648 0.41467 -4.61577 0.224
H -0.29143 -0.67000 -2.43470 0.214
H 1.13897 2.82091 -0.78903 0.242
```

Output
Energy relative to the best compared isomer or geometry (same formula, charge and spin) (kJ/mol): 28.2
DFT total energy (a.u.): -6146.29870
HOMO energy (alpha / beta) (eV): -7.7 / -7.9
2S+1: 2
Frontier orbital gap (alpha / beta) (eV): 5.756 / 6.943